# 1
The ion C19H14F4N with charge +1 in a non-equilibrium geometry. Source: the Open Molecules 2025 dataset; level of theory: ωB97M-V with the def2-TZVPD basis set.

XYZ file:
```
38
Properties=species:S:1:pos:R:3:forces:R:3
C -0.477 3.331 3.824 0.108 0.204 0.783
C -0.383 2.531 2.587 -0.453 0.400 -0.315
C 0.362 1.369 2.564 0.833 -0.820 0.744
C 0.458 0.627 1.417 0.004 -0.509 -1.117
N -0.152 1.002 0.255 0.667 -0.919 1.532
C 0.057 -0.212 -1.088 -0.650 1.412 1.410
C 1.439 -0.756 -0.997 0.972 -0.317 0.287
C 1.844 -2.100 -0.771 -0.012 0.557 -0.104
C 3.233 -2.355 -0.703 -0.530 -1.101 0.450
F 3.632 -3.642 -0.379 -0.540 1.793 -0.580
C 4.203 -1.393 -0.926 -0.603 0.232 -0.199
C 3.755 -0.103 -1.243 0.263 -0.026 -0.072
F 4.674 0.808 -1.639 -0.645 -0.484 0.529
C 2.414 0.244 -1.198 -0.020 -0.124 -0.383
C -1.203 -1.006 -1.121 -1.154 0.011 0.206
C -2.250 -0.293 -1.743 0.115 -0.175 -0.823
C -3.407 -0.950 -2.155 -0.272 -0.265 0.162
F -4.347 -0.297 -2.883 0.754 -0.296 0.681
C -3.623 -2.308 -1.875 0.871 0.555 0.187
C -2.616 -2.951 -1.149 0.039 -0.912 0.536
F -2.783 -4.310 -0.935 0.282 1.898 0.043
C -1.450 -2.318 -0.643 0.201 0.047 -0.664
C -0.897 2.141 0.280 -0.077 -0.601 -1.307
C -1.049 2.919 1.413 0.405 -0.504 0.074
H -1.066 4.211 3.674 -0.375 0.549 -0.093
H -0.922 2.782 4.655 -0.095 -0.226 -0.145
H 0.494 3.653 4.201 0.162 -0.079 -0.231
H 0.903 1.014 3.470 -0.541 0.370 -0.812
H 1.051 -0.307 1.370 -0.451 0.713 0.065
H 0.039 0.611 -1.797 -0.126 -0.542 -0.464
H 1.123 -2.930 -0.709 0.645 0.547 0.066
H 5.254 -1.640 -0.902 0.037 0.007 -0.041
H 2.066 1.269 -1.401 0.548 -0.500 0.052
H -2.061 0.759 -2.000 -0.408 -0.652 -0.191
H -4.523 -2.817 -2.218 0.353 0.035 0.087
H -0.737 -2.817 0.052 -0.827 0.137 -0.934
H -1.380 2.421 -0.673 0.292 -0.178 0.644
H -1.673 3.811 1.384 0.228 -0.237 -0.065
```
Forces are in eV/Å.

Properties
Total energy: -32282.5441 eV
E_HOMO: -12.744 eV
Charge: +1
Structure (SMILES): Cc1cc[n+](C(c2cc(F)cc(F)c2)c2cc(F)cc(F)c2)cc1
Gap between HOMO and LUMO: 8.6656 eV

---

# 2
A structure of composition C19H14F6N2O10ReS2 in a non-equilibrium geometry. Source: the Open Molecules 2025 dataset; level of theory: ωB97M-V with the def2-TZVPD basis set.

XYZ file:
```
54
Properties=species:S:1:pos:R:3:forces:R:3
Re 0.764 0.457 0.027 -4.317 3.473 2.050
O -0.624 1.992 6.720 -0.621 1.586 1.176
C -0.192 0.924 6.373 0.118 -0.275 -3.154
O 0.220 -0.116 6.830 0.475 -1.403 1.413
C -0.100 0.836 4.739 -0.110 0.048 1.990
C -0.448 -0.334 4.089 0.046 0.039 -1.170
C -0.256 -0.412 2.722 -0.416 -0.783 0.699
N 0.255 0.605 2.012 0.320 -0.114 0.163
C 0.562 1.746 2.667 0.292 1.104 0.268
C 0.400 1.908 4.031 0.143 -0.031 -1.593
C 1.090 2.839 1.752 -0.545 -0.039 3.537
O 1.360 3.943 2.148 0.087 -0.572 -0.833
O 1.188 2.403 0.536 0.190 -2.736 -3.665
H -0.858 -1.165 4.639 0.072 -0.132 0.088
H -0.523 -1.307 2.174 0.047 0.025 -0.116
H 0.665 2.847 4.492 -0.066 0.073 0.120
F 4.506 -2.202 -2.323 -0.271 0.641 0.202
C 3.544 -2.051 -1.442 0.093 -1.502 0.261
F 2.457 -2.714 -1.835 0.065 0.310 -0.061
F 3.940 -2.598 -0.290 -0.028 0.592 -0.046
S 3.035 -0.260 -1.118 3.626 -1.215 -2.380
O 2.789 -0.206 0.319 -2.196 0.376 1.568
O 4.015 0.617 -1.631 0.260 -0.067 0.383
N 1.591 -0.114 -1.771 -0.314 -0.310 1.418
S 1.723 0.145 -3.357 -0.230 0.774 -2.908
O 0.479 0.034 -4.024 -0.179 -0.008 0.543
O 2.851 -0.609 -3.779 0.215 -0.080 -0.210
C 2.162 1.987 -3.359 -0.295 1.083 -0.040
F 1.302 2.650 -4.129 0.075 -0.485 -0.029
F 2.011 2.447 -2.110 0.117 0.061 -0.205
F 3.380 2.253 -3.783 -0.067 -0.515 0.046
C -0.692 6.406 0.356 0.071 0.106 0.114
C -1.149 5.000 0.195 -0.240 -0.278 0.081
C -1.042 4.342 -1.022 -0.155 -0.148 0.154
C -1.452 3.026 -1.161 -0.085 -0.019 0.447
C -1.444 2.354 -2.494 0.115 -0.121 -0.066
C -1.941 2.348 -0.032 0.189 -0.046 -0.466
C -2.141 3.012 1.181 0.073 0.054 -0.015
C -2.803 2.338 2.341 -0.076 0.079 -0.068
C -1.724 4.330 1.276 0.059 -0.031 -0.380
C -2.262 0.880 -0.187 -2.330 2.013 0.895
O -3.380 0.439 -0.142 0.954 -0.299 -0.109
O -1.186 0.142 -0.394 4.789 -1.325 -0.061
H -0.202 6.765 -0.544 0.072 0.104 -0.059
H 0.004 6.460 1.190 0.114 0.120 0.037
H -1.535 7.058 0.581 -0.031 0.089 0.009
H -0.652 4.862 -1.883 0.069 0.122 -0.139
H -1.162 3.052 -3.277 0.014 -0.043 -0.065
H -2.433 1.954 -2.716 -0.008 -0.037 -0.115
H -0.750 1.513 -2.500 -0.107 0.027 -0.233
H -2.483 1.302 2.425 -0.051 -0.111 0.189
H -3.881 2.338 2.178 -0.064 -0.106 0.074
H -2.596 2.870 3.267 0.035 -0.087 0.079
H -1.843 4.858 2.211 0.007 0.019 0.182
```
Forces are in eV/Å.

Properties
Total energy: -83486.4065 eV
Spin multiplicity: 2
E_HOMO (spin up / spin down): -8.202 / -8.164 eV
Gap between HOMO and LUMO (spin up / spin down): 3.5463 / 3.9873 eV

---

# 3
A structure of composition C19H14I2NiO6PSe in a non-equilibrium geometry. Source: the Open Molecules 2025 dataset; level of theory: ωB97M-V with the def2-TZVPD basis set.

XYZ file:
```
44
Properties=species:S:1:pos:R:3:forces:R:3
Ni -2.422 0.018 1.272 -0.188 2.031 -2.565
O -3.485 2.996 -0.840 -0.044 0.174 -0.045
C -2.697 2.071 -0.762 0.048 0.341 -0.173
O -2.982 0.887 -0.365 -0.572 -0.578 0.198
C -1.268 2.296 -1.243 -0.067 0.099 0.127
C -1.045 3.408 -2.048 0.010 0.031 -0.054
C 0.210 3.669 -2.558 -0.080 0.040 -0.027
C 1.269 2.826 -2.254 0.112 -0.040 -0.042
C 1.065 1.730 -1.438 -0.013 0.070 -0.076
C -0.202 1.459 -0.922 -0.085 0.103 0.072
P -0.419 -0.008 0.137 0.893 0.018 -0.580
C 1.016 0.061 1.246 -0.009 -0.011 0.081
C 1.428 1.306 1.720 -0.041 -0.129 -0.179
C 2.347 1.390 2.745 0.097 0.035 0.097
C 2.844 0.235 3.329 0.004 0.033 0.017
C 2.428 -1.006 2.874 0.102 -0.039 0.086
C 1.515 -1.098 1.839 -0.094 0.089 -0.206
C -0.032 -1.293 -1.108 -0.131 0.026 0.237
C -1.074 -1.761 -1.905 0.038 0.136 0.108
C -0.835 -2.728 -2.866 0.127 0.025 -0.007
C 0.451 -3.212 -3.047 -0.023 -0.031 -0.046
C 1.495 -2.730 -2.275 0.121 -0.001 -0.002
C 1.259 -1.775 -1.302 -0.061 0.022 0.021
H -1.888 4.049 -2.259 -0.030 0.017 -0.005
H 0.363 4.525 -3.200 0.039 0.086 -0.044
H 2.252 3.022 -2.661 0.071 -0.006 0.000
H 1.895 1.078 -1.204 0.028 -0.027 0.048
H 1.000 2.206 1.298 0.048 0.020 0.024
H 2.661 2.359 3.108 -0.001 0.052 0.032
H 3.537 0.306 4.154 0.091 -0.017 0.054
H 2.804 -1.905 3.343 -0.002 -0.052 0.004
H 1.174 -2.071 1.505 -0.025 0.036 0.045
H -2.075 -1.375 -1.762 -0.055 -0.012 0.022
H -1.654 -3.121 -3.446 -0.092 -0.002 -0.059
H 0.640 -3.975 -3.786 0.015 -0.098 -0.113
H 2.501 -3.098 -2.422 0.030 -0.056 -0.022
H 2.076 -1.414 -0.691 0.011 0.003 -0.002
O -1.224 0.720 2.928 0.429 1.542 -0.746
Se -1.988 -0.552 3.541 0.368 0.370 3.610
O -1.885 -0.736 5.081 0.200 -0.264 2.440
O -1.309 -1.856 2.784 1.560 -0.524 0.932
O -3.496 -0.469 2.961 -1.370 0.628 -0.360
I -2.527 -2.441 1.279 -0.980 -4.137 -2.479
I -3.726 -3.991 -0.781 -0.478 -0.002 -0.421
```
Forces are in eV/Å.

Properties
Total energy: -164094.6571 eV
Spin multiplicity: 3
E_HOMO (spin up / spin down): -5.559 / -5.646 eV
Charge: -1
Gap between HOMO and LUMO (spin up / spin down): 8.0004 / 7.5594 eV

---

# 4
A structure of composition C19H14MnO2PS4 in a non-equilibrium geometry. Source: the Open Molecules 2025 dataset; level of theory: ωB97M-V with the def2-TZVPD basis set.

XYZ file:
```
41
Properties=species:S:1:pos:R:3:forces:R:3
Mn 1.836 2.051 0.134 0.228 0.186 1.164
O 0.820 2.056 -3.675 -0.079 -0.020 -0.097
C 0.515 2.012 -2.522 0.211 0.130 0.340
O 1.402 2.306 -1.543 -0.156 0.018 -0.643
C -0.862 1.675 -2.032 0.000 -0.030 -0.051
C -1.930 2.043 -2.836 -0.029 -0.007 0.001
C -3.231 1.773 -2.433 0.020 0.005 -0.005
C -3.464 1.109 -1.240 -0.004 0.008 0.024
C -2.399 0.702 -0.447 -0.019 -0.026 -0.030
C -1.094 0.983 -0.836 -0.015 0.028 0.044
P 0.303 0.392 0.148 0.065 -0.043 -0.129
C 1.088 -0.952 -0.771 -0.029 -0.032 -0.003
C 2.162 -1.611 -0.167 -0.017 0.025 -0.016
C 2.809 -2.634 -0.836 -0.015 -0.005 -0.010
C 2.396 -2.996 -2.113 -0.002 -0.002 -0.016
C 1.330 -2.344 -2.714 0.029 -0.006 0.003
C 0.671 -1.321 -2.047 -0.014 -0.009 0.035
C -0.325 -0.319 1.674 0.025 -0.006 0.001
C -0.765 -1.645 1.660 0.015 0.015 0.018
C -1.316 -2.197 2.804 0.005 0.002 0.020
C -1.425 -1.436 3.961 -0.003 -0.012 -0.001
C -0.981 -0.122 3.980 0.005 0.001 -0.002
C -0.430 0.438 2.838 -0.005 -0.001 -0.009
H -1.726 2.546 -3.771 0.000 0.006 0.004
H -4.061 2.082 -3.053 0.000 -0.002 -0.006
H -4.476 0.900 -0.923 -0.004 -0.008 -0.003
H -2.591 0.162 0.470 0.007 -0.002 0.019
H 2.483 -1.334 0.831 -0.010 -0.006 0.006
H 3.633 -3.151 -0.364 0.015 0.006 -0.002
H 2.908 -3.789 -2.640 -0.004 -0.007 0.004
H 1.007 -2.629 -3.706 -0.001 0.000 -0.006
H -0.167 -0.828 -2.521 0.006 -0.001 -0.003
H -0.671 -2.242 0.761 -0.011 0.007 0.003
H -1.658 -3.223 2.793 -0.005 -0.003 0.001
H -1.854 -1.873 4.853 0.001 0.001 0.004
H -1.061 0.466 4.883 -0.004 0.002 0.006
H -0.083 1.463 2.856 -0.014 0.003 -0.001
S 1.166 3.526 1.510 0.393 -0.157 -0.404
S 2.508 3.956 2.941 -0.184 -0.276 0.039
S 3.920 2.532 2.878 0.007 0.166 -0.195
S 3.616 1.472 1.214 -0.411 0.053 -0.105
```
Forces are in eV/Å.

Properties
Total energy: -107969.0117 eV
Spin multiplicity: 2
E_HOMO (spin up / spin down): -12.205 / -12.255 eV
Charge: +1
Gap between HOMO and LUMO (spin up / spin down): 6.1990 / 6.2564 eV

---

# 5
A structure of composition C19H14N3O2SSn. Source: the Open Molecules 2025 dataset; level of theory: ωB97M-V with the def2-TZVPD basis set.

XYZ file:
```
40
Properties=species:S:1:pos:R:3:forces:R:3
Sn -0.654 1.563 1.403 -0.137 0.265 -0.039
O 0.470 -0.364 -0.975 -0.055 -0.011 -0.039
C 1.476 0.042 -1.808 0.019 -0.063 0.167
C 2.794 0.239 -1.435 0.005 0.017 -0.021
C 3.637 0.642 -2.452 -0.009 0.000 -0.039
C 3.184 0.837 -3.772 -0.012 -0.006 0.039
C 1.870 0.623 -4.117 0.026 0.016 0.024
C 1.001 0.214 -3.098 -0.123 -0.032 -0.084
C -0.375 -0.136 -3.019 0.050 0.039 -0.066
N -0.659 -0.456 -1.787 -0.086 0.125 0.144
N -1.821 -0.974 -1.351 0.256 -0.156 -0.009
C -2.119 -0.922 -0.065 -0.241 0.042 -0.060
O -1.460 -0.340 0.857 0.279 -0.122 -0.045
C -3.360 -1.639 0.319 0.085 0.101 0.034
C -3.535 -1.984 1.656 -0.056 0.015 0.013
C -4.680 -2.657 2.050 0.010 0.010 -0.021
C -5.656 -2.969 1.114 0.008 -0.003 -0.002
C -5.485 -2.616 -0.219 0.016 0.006 0.007
C -4.336 -1.959 -0.621 -0.013 -0.046 -0.042
H 3.139 0.069 -0.425 -0.014 0.007 0.014
H 4.683 0.803 -2.230 0.010 0.007 -0.007
H 3.890 1.152 -4.526 0.012 0.000 -0.003
H 1.521 0.764 -5.130 -0.006 -0.006 -0.015
H -1.148 -0.200 -3.766 -0.012 0.028 0.004
H -2.769 -1.733 2.377 0.001 -0.007 0.007
H -4.811 -2.938 3.086 -0.002 -0.003 0.009
H -6.552 -3.490 1.423 -0.010 -0.001 0.001
H -6.250 -2.856 -0.945 -0.006 -0.005 -0.008
H -4.192 -1.689 -1.658 -0.003 -0.001 0.004
S 0.301 0.480 3.395 0.097 0.001 0.089
C 1.745 1.380 2.953 -0.048 -0.083 0.109
C 2.851 1.539 3.785 0.008 0.013 -0.037
C 3.930 2.254 3.308 0.018 -0.004 0.026
C 3.888 2.818 2.034 -0.017 0.002 -0.022
C 2.752 2.637 1.279 -0.029 0.061 -0.004
N 1.711 1.920 1.724 -0.017 -0.197 -0.128
H 2.847 1.105 4.774 -0.004 -0.001 0.011
H 4.806 2.383 3.930 0.004 0.004 0.004
H 4.716 3.389 1.642 0.010 0.006 0.004
H 2.652 3.069 0.291 -0.011 -0.019 -0.019
```
Forces are in eV/Å.

Properties
Total energy: -45155.1963 eV
E_HOMO: -11.516 eV
Charge: +1
Gap between HOMO and LUMO: 7.7055 eV

---

# 6
A structure of composition C19H15AsAuF6N2O8S in a non-equilibrium geometry. Source: the Open Molecules 2025 dataset; level of theory: ωB97M-V with the def2-TZVPD basis set.

XYZ file:
```
53
Properties=species:S:1:pos:R:3:forces:R:3
Au -0.897 1.074 0.448 0.046 -0.493 0.243
O -4.847 0.379 0.604 0.028 0.235 0.099
As -3.421 -0.584 0.880 -1.930 -1.293 0.041
O -3.948 -1.797 1.808 0.041 -0.909 0.273
O -2.281 0.300 1.727 1.022 0.932 0.375
C -2.881 -1.278 -0.867 -0.182 -0.083 0.754
C -2.745 -2.655 -0.973 -0.125 0.031 0.180
C -2.283 -3.209 -2.155 -0.071 -0.105 0.070
C -1.959 -2.395 -3.228 0.008 0.052 -0.093
C -2.136 -1.026 -3.131 0.119 -0.130 -0.144
C -2.605 -0.490 -1.950 -0.144 1.137 -0.500
S -3.093 1.246 -1.969 -0.444 -0.365 -0.918
O -4.545 1.179 -2.038 -0.040 0.166 0.014
O -2.465 1.855 -3.116 0.311 0.038 0.066
O -2.691 1.816 -0.666 -0.122 0.288 -0.158
H -4.780 0.903 -0.211 -0.165 0.046 -0.142
H -3.006 -3.261 -0.111 0.046 0.005 -0.035
H -2.170 -4.282 -2.239 -0.003 -0.058 0.015
H -1.597 -2.826 -4.151 0.058 -0.050 -0.056
H -1.930 -0.353 -3.948 0.035 0.006 -0.162
O 0.375 1.846 -0.963 0.921 0.054 -0.400
C 1.616 2.100 -0.847 -0.048 0.193 -0.091
C 2.391 2.102 -2.043 0.199 0.139 -0.337
C 3.731 2.359 -2.041 -0.344 -0.126 -0.325
C 4.387 2.656 -0.844 -0.002 0.035 0.305
C 3.676 2.675 0.334 -0.007 0.020 0.059
C 2.305 2.396 0.383 0.037 -0.070 0.101
C 1.618 2.382 1.644 -0.154 0.032 0.232
N 0.302 2.362 1.836 0.275 0.227 -0.130
C 0.078 2.340 3.172 0.154 0.032 0.175
C 1.274 2.352 3.826 -0.137 0.054 0.040
N 2.236 2.394 2.858 0.194 -0.014 -0.076
H 1.855 1.876 -2.953 -0.059 -0.029 -0.071
H 4.286 2.344 -2.968 0.022 -0.028 -0.077
H 5.444 2.876 -0.847 0.050 0.025 0.050
H 4.198 2.940 1.243 0.017 -0.002 0.075
H -0.921 2.287 3.554 -0.172 -0.039 0.139
H 1.513 2.335 4.870 0.057 -0.027 0.153
H 3.223 2.284 3.011 -0.047 0.019 0.004
C 0.344 -3.355 0.327 0.025 0.251 0.072
C 0.533 -1.852 0.630 0.396 -0.167 0.390
O -0.406 -1.107 0.036 -0.040 0.370 -0.061
C 1.957 -1.438 0.145 0.288 -0.590 -0.091
F 2.882 -2.420 0.252 0.047 -0.261 0.091
F 1.945 -1.098 -1.143 -0.161 0.166 -0.297
F 2.490 -0.403 0.817 0.023 0.545 0.126
C 0.509 -1.705 2.175 0.180 -0.481 0.243
F 0.677 -0.449 2.603 -0.202 0.375 0.108
F -0.612 -2.173 2.706 -0.250 0.083 -0.141
F 1.517 -2.411 2.758 0.307 -0.153 -0.039
H 0.382 -3.495 -0.750 -0.003 -0.021 -0.056
H -0.638 -3.649 0.691 -0.021 0.019 -0.042
H 1.113 -3.949 0.816 -0.032 -0.083 -0.049
```
Forces are in eV/Å.

Properties
Total energy: -130977.6774 eV
Spin multiplicity: 3
E_HOMO (spin up / spin down): -5.248 / -5.642 eV
Charge: -1
Gap between HOMO and LUMO (spin up / spin down): 7.1927 / 4.5927 eV